[1]
This record from the OMol25 dataset describes a structure of composition C36H50BrN3OP2Pb in a non-equilibrium geometry. The level of theory is wB97M-V/def2-TZVPD.

Geometry as XYZ:
```
94
Properties=species:S:1:pos:R:3:lowdin_charge:R:1
C -0.525 6.798 -4.797 0.001
C -0.632 5.423 -5.111 -0.229
C -1.019 5.060 -6.417 -0.012
C -1.184 6.074 -7.367 -0.124
N -1.032 7.363 -7.068 0.065
C -0.718 7.729 -5.827 -0.122
C -0.375 4.413 -4.128 0.077
C 0.098 3.786 -3.182 0.042
C 0.073 2.867 -2.130 -0.233
C 1.071 2.733 -1.166 0.011
C 0.930 1.729 -0.198 -0.140
C -0.179 0.938 -0.285 -0.363
C -1.260 1.130 -1.156 -0.235
C -1.093 2.092 -2.152 0.011
Pb -0.910 -1.289 -0.293 1.345
P 2.146 -1.441 -0.193 0.841
H -1.184 4.023 -6.711 0.114
H -0.300 7.154 -3.794 0.116
H -1.445 5.837 -8.401 0.114
H -0.616 8.800 -5.646 0.115
H -1.833 2.291 -2.937 0.141
H 1.914 3.422 -1.146 0.133
H -2.226 0.609 -1.114 0.071
H 1.668 1.622 0.591 0.073
C 2.696 -3.172 0.171 -0.386
C 3.694 -3.831 -0.794 -0.117
H 1.758 -3.753 0.265 0.072
H 3.123 -3.137 1.184 0.077
H 4.204 -4.655 -0.275 0.096
H 3.212 -4.261 -1.684 0.072
H 4.476 -3.135 -1.127 0.064
C 2.141 -1.340 -2.065 -0.371
C 3.167 -0.423 -2.726 -0.112
H 1.118 -1.032 -2.360 0.045
H 2.295 -2.369 -2.431 0.078
H 3.148 -0.600 -3.810 0.097
H 2.942 0.640 -2.567 0.075
H 4.187 -0.637 -2.380 0.078
C 3.544 -0.361 0.349 -0.429
C 4.895 -1.011 0.569 -0.120
H 3.199 0.065 1.304 0.006
H 3.624 0.467 -0.370 0.076
H 5.580 -0.259 0.980 0.095
H 4.848 -1.828 1.296 0.079
H 5.348 -1.376 -0.356 0.068
Br 0.987 -0.801 2.297 0.341
P -2.579 -3.302 -1.992 0.942
C -0.777 -3.660 -1.845 -0.560
C -0.453 -4.910 -2.657 -0.144
H -0.486 -3.845 -0.795 0.035
H -0.198 -2.813 -2.264 0.018
H 0.624 -4.998 -2.809 0.068
H -0.802 -5.803 -2.129 0.087
H -0.940 -4.874 -3.636 0.072
C -3.486 -3.173 -0.378 -0.475
C -4.719 -4.114 -0.473 -0.164
H -3.786 -2.126 -0.203 0.055
H -2.840 -3.477 0.463 0.060
H -5.185 -4.264 0.510 0.077
H -5.492 -3.720 -1.149 0.078
H -4.447 -5.107 -0.865 0.068
C -2.661 -1.739 -2.948 -0.469
C -2.866 -2.058 -4.439 -0.148
H -1.738 -1.136 -2.831 0.023
H -3.506 -1.137 -2.573 0.090
H -3.095 -1.142 -4.994 0.078
H -1.968 -2.500 -4.889 0.075
H -3.696 -2.757 -4.584 0.076
C 1.007 1.172 6.690 0.038
N 0.601 1.484 5.335 -0.043
N -0.556 1.069 4.806 0.059
C -0.713 1.602 3.506 -0.462
O -1.630 1.269 2.747 0.031
C 0.451 2.445 3.355 0.064
C 1.232 2.315 4.473 -0.256
C 2.544 2.909 4.791 -0.003
C -1.403 0.142 5.465 -0.192
C -2.779 0.409 5.504 0.009
C -3.608 -0.428 6.252 -0.050
C -3.073 -1.558 6.880 -0.057
C -1.711 -1.869 6.774 -0.054
C -0.881 -1.040 6.024 -0.039
H 0.261 1.496 7.436 0.130
H 1.949 1.696 6.881 0.097
H 1.187 0.097 6.821 0.090
H 0.651 3.025 2.472 0.118
H 2.461 3.780 5.455 0.110
H 3.232 2.194 5.255 0.093
H 3.003 3.260 3.860 0.096
H -3.167 1.289 4.987 0.126
H -4.676 -0.198 6.320 0.120
H -3.727 -2.217 7.446 0.115
H -1.286 -2.760 7.242 0.118
H 0.174 -1.284 5.863 0.108
```

Its spin multiplicity is 1. Its lowest unoccupied orbital energy (alpha / beta) is -9.10 / -9.37 eV. Its charge is +2. The HOMO-LUMO gap (alpha / beta) comes out at 3.482 / 3.020 eV. As for the relative energy (zero: lowest compared OMol25 entry of this formula, charge and spin): 64.14 kcal per mole.

=====

[2]
This record from the OMol25 dataset describes a cluster of 3 separate species, C3H13NO2S2 in total in a non-equilibrium geometry. The level of theory is wB97M-V/def2-TZVPD.

Geometry as XYZ:
```
21
Properties=species:S:1:pos:R:3:lowdin_charge:R:1
S -1.831 -1.586 -1.762 0.272
S -0.182 -0.477 -1.342 0.389
C -0.771 0.580 0.143 -0.476
C -0.608 -0.226 1.447 -0.287
N 0.842 -0.382 1.888 -0.140
C 1.020 -0.670 3.324 -0.136
H -2.658 -0.934 -2.639 -0.182
H -0.012 1.406 0.112 0.080
H -1.756 0.952 -0.064 0.057
H -1.128 -1.111 1.285 0.056
H -1.104 0.269 2.440 0.164
H 1.234 -1.181 1.358 0.101
H 1.516 0.235 3.731 0.079
H 1.845 -1.439 3.571 0.111
H 0.236 -0.980 3.872 0.022
H 4.058 1.229 1.263 0.026
H 2.695 0.813 1.922 -0.045
O 3.472 1.327 2.005 -0.043
H -0.496 2.532 -3.485 0.083
H -0.860 2.274 -2.080 -0.080
O -0.360 2.861 -2.546 -0.050
```

Its SMILES is CNCCSS.O.O. Its spin multiplicity is 1. Its lowest unoccupied orbital energy is 0.29 eV. Its charge is 0. The HOMO-LUMO gap comes out at 9.727 eV. As for the relative energy (zero: lowest compared OMol25 entry of this formula, charge and spin): 41.29 kcal per mole.

=====

[3]
This record from the OMol25 dataset describes an isolated molecule of C5H10FNO in a non-equilibrium geometry. The level of theory is wB97M-V/def2-TZVPD.

Geometry as XYZ:
```
18
Properties=species:S:1:pos:R:3:lowdin_charge:R:1
C -2.750 -1.199 0.162 -0.076
C -0.968 0.198 0.998 -0.093
C -0.136 0.098 -0.023 -0.286
C 1.172 0.729 0.048 -0.423
C 2.344 -0.239 0.022 -0.055
H -2.129 -2.096 0.210 0.096
H -3.755 -1.457 0.533 0.098
H -2.827 -0.845 -0.850 0.083
H -0.661 0.743 1.884 0.136
H 1.149 1.366 0.951 0.142
H 2.313 -0.933 0.898 0.094
H 2.262 -0.878 -0.860 0.078
H 3.292 0.277 0.043 0.071
H 1.290 1.203 -1.942 0.071
H 0.598 2.334 -1.052 0.077
N 1.403 1.698 -1.055 0.036
O -2.231 -0.270 1.102 -0.109
F -0.363 -0.728 -1.067 0.059
```

Its SMILES is CO/C=C(\F)[C@@H](C)N. Its spin multiplicity is 1. Its lowest unoccupied orbital energy is 0.83 eV. Its charge is 0. The HOMO-LUMO gap comes out at 9.439 eV. As for the relative energy (zero: lowest compared OMol25 entry of this formula, charge and spin): 23.16 kcal per mole.

=====

[4]
This record from the OMol25 dataset describes a cluster of 3 separate species, C19H41BO13 in total in a non-equilibrium geometry. The level of theory is wB97M-V/def2-TZVPD.

Geometry as XYZ:
```
74
Properties=species:S:1:pos:R:3:lowdin_charge:R:1
C -3.261 4.798 -3.857 -0.044
C -3.411 3.640 -2.896 -0.231
O -2.471 3.748 -1.823 -0.015
C -2.043 2.521 -1.315 -0.291
B -3.162 1.446 -0.897 -0.597
O -4.447 1.831 -0.674 0.207
O -2.892 0.121 -0.772 0.204
O -1.425 2.807 -0.019 0.147
C -0.320 2.038 0.117 -0.597
O 0.447 2.039 0.942 0.254
O -0.243 1.210 -0.980 0.071
C -0.767 2.059 -2.019 -0.175
C -0.826 1.426 -3.381 -0.135
O -0.919 2.351 -4.433 -0.164
C 0.168 3.269 -4.483 -0.079
H -3.544 5.735 -3.398 0.081
H -2.266 4.821 -4.263 0.059
H -3.937 4.582 -4.674 0.084
H -4.409 3.718 -2.476 0.118
H -3.293 2.738 -3.480 0.122
H -4.448 2.740 -0.334 0.126
H -3.241 -0.151 0.090 0.120
H -0.126 2.933 -1.936 0.165
H 0.012 0.755 -3.565 0.133
H -1.730 0.828 -3.419 0.141
H 0.361 3.582 -5.496 0.091
H 1.042 2.805 -4.034 0.096
H -0.058 4.137 -3.869 0.081
C 0.885 -2.233 -0.537 -0.103
O 1.352 -2.982 -1.640 -0.190
C 0.900 -2.491 -2.890 -0.193
C 2.005 -2.455 -3.927 -0.181
O 3.020 -1.490 -3.694 -0.125
C 3.938 -1.699 -2.628 -0.179
C 4.883 -2.870 -2.806 -0.199
O 4.220 -4.112 -2.636 -0.198
C 4.645 -5.117 -3.529 -0.115
H -0.149 -2.506 -0.298 0.088
H 1.518 -2.464 0.321 0.089
H 0.946 -1.157 -0.727 0.076
H 0.478 -1.486 -2.785 0.106
H 0.109 -3.165 -3.248 0.129
H 1.543 -2.156 -4.872 0.127
H 2.428 -3.446 -4.092 0.115
H 3.421 -1.751 -1.670 0.117
H 4.549 -0.794 -2.606 0.127
H 5.674 -2.804 -2.049 0.127
H 5.347 -2.807 -3.797 0.124
H 4.737 -4.735 -4.552 0.085
H 3.893 -5.906 -3.526 0.088
H 5.603 -5.541 -3.209 0.087
C -1.477 -0.795 2.776 -0.113
O -1.534 -1.056 4.159 -0.190
C -0.690 -2.114 4.586 -0.192
C 0.051 -1.769 5.862 -0.182
O 1.043 -0.763 5.735 -0.120
C 0.640 0.585 5.529 -0.176
C -0.077 1.233 6.695 -0.198
O -1.398 0.737 6.842 -0.199
C -1.800 0.561 8.183 -0.116
H -2.084 -1.522 2.220 0.088
H -1.881 0.205 2.609 0.088
H -0.448 -0.811 2.404 0.088
H 0.038 -2.372 3.810 0.123
H -1.322 -2.991 4.776 0.127
H 0.596 -2.667 6.165 0.128
H -0.642 -1.543 6.674 0.115
H 0.068 0.688 4.607 0.116
H 1.573 1.134 5.380 0.129
H -0.141 2.314 6.515 0.127
H 0.506 1.069 7.608 0.124
H -1.015 0.081 8.778 0.085
H -2.676 -0.086 8.187 0.088
H -2.068 1.522 8.637 0.087
```

Its SMILES is CCO[C@]1(B(O)O)OC(=O)O[C@H]1COC.COCCOCCOC.COCCOCCOC. Its spin multiplicity is 1. Its lowest unoccupied orbital energy is 0.43 eV. Its charge is 0. The HOMO-LUMO gap comes out at 9.474 eV.

=====

[5]
This record from the OMol25 dataset describes a structure of composition C3H5INO3S2 in a non-equilibrium geometry. The level of theory is wB97M-V/def2-TZVPD.

Geometry as XYZ:
```
15
Properties=species:S:1:pos:R:3:lowdin_charge:R:1
C 1.323 -0.689 0.093 -0.356
C 1.170 0.652 -0.710 -0.285
O 0.633 1.748 0.084 -0.351
S -0.995 1.768 0.195 0.949
O -1.555 1.642 -1.138 -0.426
O -1.376 0.362 1.081 -0.390
N -2.669 -0.099 0.766 -0.036
C -2.611 -1.038 -0.013 -0.709
S -2.455 -1.835 -1.362 0.742
H 2.018 -1.346 -0.472 0.070
H 0.362 -1.220 0.167 0.009
H 1.776 -0.432 1.127 -0.364
H 2.211 0.946 -0.957 0.109
H 0.664 0.513 -1.684 0.095
I 1.505 -0.972 2.824 -0.057
```

Its spin multiplicity is 1. Its lowest unoccupied orbital energy is 1.80 eV. Its charge is -1. The HOMO-LUMO gap comes out at 4.362 eV. As for the relative energy (zero: lowest compared OMol25 entry of this formula, charge and spin): 41.36 kcal per mole.